{"formula": "C56H39BrCl5KN3O3P2S3", "method": "ωB97M-V/def2-TZVPD", "charge": -1, "e_homo_ha": -0.1847, "fmax_ev_per_a": 1.9, "symbols": ["K", "O", "S", "C", "C", "C", "C", "C", "C", "P", "C", "C", "C", "C", "C", "C", "C", "C", "C", "C", "C", "C", "C", "C", "C", "C", "C", "C", "P", "C", "C", "C", "C", "C", "C", "C", "C", "C", "C", "C", "C", "H", "H", "H", "H", "H", "H", "H", "H", "H", "H", "H", "H", "H", "H", "H", "H", "H", "H", "H", "H", "H", "H", "H", "H", "H", "H", "H", "H", "C", "C", "N", "C", "C", "S", "C", "C", "S", "C", "N", "C", "H", "H", "H", "H", "H", "H", "H", "H", "Cl", "C", "C", "C", "Cl", "C", "Cl", "C", "Cl", "C", "Cl", "Br", "C", "C", "N", "C", "C", "C", "C", "O", "O", "H", "H", "H"], "xyz": [[0.27, 0.42, -1.55], [-3.23, 1.88, 0.14], [-1.88, 1.34, 0.50], [-2.32, -0.10, 1.57], [-3.20, 0.18, 2.62], [-3.67, -0.82, 3.44], [-3.28, -2.14, 3.20], [-2.45, -2.42, 2.14], [-1.95, -1.42, 1.30], [-0.86, -1.91, -0.14], [0.05, -3.26, 0.75], [-0.18, -4.64, 0.68], [0.54, -5.52, 1.49], [1.49, -5.04, 2.39], [1.73, -3.67, 2.46], [1.03, -2.80, 1.63], [-2.12, -2.82, -1.14], [-1.75, -3.83, -2.03], [-2.68, -4.42, -2.88], [-4.00, -3.99, -2.87], [-4.38, -2.96, -2.01], [-3.45, -2.38, -1.16], [-1.34, 2.43, 1.85], [-2.33, 3.26, 2.38], [-2.04, 4.10, 3.43], [-0.75, 4.11, 3.97], [0.23, 3.32, 3.40], [-0.03, 2.50, 2.30], [1.36, 1.50, 1.55], [2.77, 2.72, 1.59], [2.57, 4.11, 1.58], [3.62, 4.99, 1.43], [4.92, 4.52, 1.25], [5.14, 3.15, 1.24], [4.07, 2.27, 1.40], [1.71, 0.63, 3.24], [2.92, 0.55, 3.94], [3.06, -0.22, 5.10], [1.98, -0.93, 5.60], [0.76, -0.86, 4.94], [0.64, -0.10, 3.78], [-3.53, 1.19, 2.78], [-4.33, -0.58, 4.26], [-3.64, -2.94, 3.84], [-2.19, -3.45, 1.95], [-0.95, -5.04, 0.03], [0.35, -6.58, 1.43], [2.03, -5.72, 3.02], [2.45, -3.27, 3.16], [1.24, -1.74, 1.67], [-0.72, -4.16, -2.08], [-2.37, -5.20, -3.56], [-4.73, -4.44, -3.54], [-5.40, -2.60, -2.01], [-3.76, -1.56, -0.52], [-3.31, 3.24, 1.92], [-2.81, 4.74, 3.84], [-0.51, 4.75, 4.81], [1.23, 3.35, 3.81], [1.56, 4.51, 1.66], [3.43, 6.06, 1.41], [5.74, 5.21, 1.10], [6.14, 2.76, 1.08], [4.27, 1.21, 1.34], [3.77, 1.13, 3.61], [4.01, -0.24, 5.61], [2.09, -1.53, 6.50], [-0.10, -1.41, 5.31], [-0.33, -0.07, 3.29], [3.73, -1.81, 1.17], [3.38, -2.59, -0.06], [2.62, -2.15, -1.02], [2.49, -3.08, -2.02], [3.14, -4.26, -1.82], [3.99, -4.19, -0.33], [1.67, -2.80, -3.21], [1.97, -3.28, -4.44], [0.72, -2.87, -5.54], [-0.12, -2.04, -4.27], [0.50, -2.06, -3.12], [-1.46, -1.43, -4.57], [2.92, -1.11, 1.38], [4.65, -1.25, 1.01], [3.86, -2.46, 2.03], [3.13, -5.15, -2.43], [2.84, -3.84, -4.75], [-2.04, -2.11, -5.20], [-1.34, -0.49, -5.11], [-1.99, -1.24, -3.65], [2.96, 0.98, -1.48], [2.26, 2.60, -1.63], [1.12, 2.90, -0.90], [0.58, 4.14, -1.21], [-0.96, 4.62, -0.50], [1.17, 5.08, -2.07], [0.47, 6.64, -2.36], [2.37, 4.75, -2.70], [3.17, 5.89, -3.72], [2.90, 3.48, -2.50], [4.36, 3.03, -3.34], [-4.10, 3.39, -7.15], [-4.19, 2.71, -5.38], [-5.41, 2.64, -4.74], [-5.53, 2.17, -3.49], [-4.43, 1.74, -2.88], [-3.16, 1.78, -3.46], [-3.04, 2.29, -4.74], [-1.94, 1.25, -2.74], [-0.84, 1.81, -2.97], [-2.11, 0.25, -2.00], [-6.31, 2.98, -5.24], [-4.53, 1.36, -1.87], [-2.06, 2.37, -5.20]]}

{"formula": "C48H50AsBr3CdN7Se", "method": "ωB97M-V/def2-TZVPD", "charge": -1, "e_homo_ha": -0.1602, "fmax_ev_per_a": 0.7, "symbols": ["Cd", "Br", "C", "C", "C", "N", "C", "C", "C", "C", "C", "Br", "C", "C", "N", "H", "H", "H", "H", "H", "H", "Br", "C", "C", "C", "C", "C", "C", "H", "H", "H", "H", "C", "C", "N", "C", "N", "C", "C", "C", "N", "C", "H", "H", "H", "H", "H", "H", "H", "H", "H", "H", "H", "H", "H", "Se", "C", "N", "C", "C", "C", "C", "C", "C", "As", "N", "C", "C", "C", "C", "C", "C", "C", "C", "C", "C", "C", "C", "C", "C", "C", "C", "C", "C", "H", "H", "H", "H", "H", "H", "H", "H", "H", "H", "H", "H", "H", "H", "H", "H", "H", "H", "H", "H", "H", "H", "H", "H", "H", "H", "H"], "xyz": [[1.72, 0.09, -0.66], [3.17, 8.00, -1.85], [2.64, 6.21, -1.53], [3.58, 5.24, -1.28], [3.12, 3.95, -1.04], [1.83, 3.62, -1.05], [0.93, 4.57, -1.28], [1.29, 5.90, -1.53], [-0.51, 4.17, -1.29], [-1.43, 4.84, -2.08], [-2.74, 4.40, -2.06], [-4.03, 5.25, -3.15], [-3.10, 3.33, -1.26], [-2.10, 2.74, -0.51], [-0.84, 3.14, -0.51], [4.64, 5.46, -1.27], [3.81, 3.15, -0.85], [0.55, 6.67, -1.69], [-1.14, 5.65, -2.74], [-4.11, 2.96, -1.23], [-2.33, 1.88, 0.11], [8.30, 1.46, -2.13], [6.46, 1.10, -1.77], [5.52, 1.38, -2.74], [4.18, 1.12, -2.46], [3.75, 0.60, -1.23], [4.75, 0.33, -0.30], [6.10, 0.57, -0.55], [5.82, 1.78, -3.70], [3.45, 1.36, -3.23], [4.49, -0.09, 0.67], [6.85, 0.35, 0.19], [0.62, 3.55, 3.84], [1.14, 3.75, 2.43], [1.28, 2.46, 1.81], [1.73, 1.35, 2.44], [1.96, 0.29, 1.74], [2.34, -0.93, 2.45], [3.20, -0.61, 3.66], [2.42, 0.32, 4.57], [1.88, 1.44, 3.81], [1.58, 2.63, 4.57], [-0.37, 3.08, 3.79], [0.53, 4.49, 4.37], [2.09, 4.31, 2.45], [0.43, 4.34, 1.83], [1.19, 2.40, 0.80], [2.87, -1.57, 1.75], [1.45, -1.49, 2.75], [4.12, -0.13, 3.34], [3.46, -1.52, 4.20], [3.06, 0.73, 5.35], [1.60, -0.22, 5.06], [2.51, 3.18, 4.79], [1.16, 2.32, 5.53], [3.48, -4.92, -1.00], [2.78, -3.31, -0.69], [2.32, -2.26, -0.47], [-0.76, -7.82, -2.04], [-0.75, -6.39, -1.55], [-1.01, -6.08, -0.23], [-0.98, -4.77, 0.23], [-1.22, -4.53, 1.70], [-0.73, -3.72, -0.67], [-0.63, -1.96, 0.22], [-0.31, -0.62, -1.00], [-1.12, -0.09, -1.96], [-0.60, 0.89, -2.84], [-1.36, 1.49, -3.82], [-2.70, 1.16, -3.99], [-3.23, 0.18, -3.16], [-2.47, -0.43, -2.18], [-2.54, -1.61, 0.79], [-2.63, -0.59, 1.75], [-1.42, 0.15, 2.27], [-3.87, -0.24, 2.30], [-5.03, -0.92, 1.97], [-6.36, -0.55, 2.58], [-4.93, -1.95, 1.05], [-3.72, -2.30, 0.45], [-3.78, -3.42, -0.55], [-0.40, -4.02, -2.00], [0.05, -3.00, -3.01], [-0.44, -5.35, -2.41], [-1.05, -8.50, -1.25], [0.23, -8.11, -2.39], [-1.45, -7.94, -2.87], [-1.21, -6.88, 0.48], [-1.43, -5.47, 2.21], [-2.07, -3.85, 1.88], [-0.34, -4.07, 2.16], [0.45, 1.18, -2.72], [-0.90, 2.23, -4.46], [-3.30, 1.63, -4.76], [-4.27, -0.12, -3.28], [-2.92, -1.19, -1.56], [-0.72, 0.43, 1.49], [-0.87, -0.48, 2.98], [-1.73, 1.06, 2.79], [-3.91, 0.57, 3.03], [-6.25, 0.28, 3.28], [-6.79, -1.39, 3.11], [-7.07, -0.25, 1.81], [-5.82, -2.49, 0.76], [-4.77, -3.46, -1.01], [-3.60, -4.39, -0.08], [-3.04, -3.33, -1.35], [0.81, -2.35, -2.59], [-0.77, -2.38, -3.35], [0.47, -3.51, -3.88], [-0.17, -5.58, -3.44]]}

{"formula": "C19H71N31O16", "method": "ωB97M-V/def2-TZVPD", "e_homo_ha": -0.3292, "fmax_ev_per_a": 10.7, "symbols": ["C", "C", "C", "O", "C", "N", "H", "H", "H", "H", "H", "H", "H", "H", "H", "H", "H", "C", "O", "N", "N", "H", "H", "H", "H", "C", "O", "N", "N", "H", "H", "H", "H", "C", "O", "N", "N", "H", "H", "H", "H", "C", "O", "N", "N", "H", "H", "H", "H", "C", "O", "N", "N", "H", "H", "H", "H", "C", "O", "N", "N", "H", "H", "H", "H", "C", "O", "N", "N", "H", "H", "H", "H", "C", "O", "N", "N", "H", "H", "H", "H", "C", "O", "N", "N", "H", "H", "H", "H", "C", "O", "N", "N", "H", "H", "H", "H", "C", "O", "N", "N", "H", "H", "H", "H", "C", "O", "N", "N", "H", "H", "H", "H", "C", "O", "N", "N", "H", "H", "H", "H", "C", "O", "N", "N", "H", "H", "H", "H", "C", "O", "N", "N", "H", "H", "H", "H"], "xyz": [[0.88, 0.86, 1.90], [0.75, 0.60, 0.35], [-0.42, 1.17, -0.49], [-1.63, 0.43, -0.36], [-1.77, -0.59, -1.35], [2.01, 1.15, -0.17], [-0.09, 0.59, 2.31], [1.20, 1.84, 2.26], [1.62, 0.16, 2.28], [0.81, -0.48, 0.36], [-0.30, 1.38, -1.55], [-0.58, 2.18, -0.09], [-1.95, -0.12, -2.32], [-2.59, -1.27, -1.12], [-0.93, -1.28, -1.35], [2.72, 0.77, 0.44], [2.32, 0.71, -1.03], [-6.28, 0.52, 3.17], [-6.25, 1.69, 2.91], [-6.79, -0.06, 4.21], [-5.71, -0.45, 2.52], [-7.32, -0.90, 4.04], [-7.00, 0.55, 4.99], [-5.15, -0.15, 1.73], [-5.92, -1.42, 2.71], [-5.67, 1.00, -8.16], [-5.64, 1.14, -6.98], [-5.04, 1.70, -9.04], [-6.36, 0.07, -8.70], [-5.10, 1.52, -10.03], [-4.69, 2.58, -8.68], [-6.45, -0.80, -8.19], [-6.43, 0.00, -9.70], [4.87, 4.10, -5.43], [3.74, 4.04, -5.84], [5.87, 4.18, -6.26], [5.22, 4.02, -4.23], [6.82, 4.25, -5.92], [5.83, 4.31, -7.26], [4.46, 4.08, -3.58], [6.20, 4.14, -3.99], [5.66, -1.89, -2.99], [4.84, -2.31, -2.22], [6.61, -1.08, -2.74], [5.68, -2.30, -4.25], [6.78, -0.84, -1.77], [7.25, -0.71, -3.42], [5.18, -3.13, -4.52], [6.20, -1.87, -5.00], [-2.99, 6.04, 4.24], [-3.25, 7.18, 3.92], [-2.88, 5.48, 5.43], [-2.75, 5.13, 3.30], [-3.04, 6.11, 6.20], [-2.88, 4.48, 5.58], [-2.74, 4.15, 3.53], [-2.74, 5.38, 2.32], [-5.52, 4.76, -3.02], [-5.52, 5.15, -4.17], [-5.46, 5.57, -2.06], [-5.70, 3.58, -2.57], [-5.28, 5.27, -1.12], [-5.63, 6.54, -2.30], [-5.48, 2.86, -3.24], [-5.56, 3.35, -1.59], [-6.13, -8.33, -1.59], [-7.25, -8.63, -1.15], [-5.60, -7.15, -1.74], [-5.28, -9.23, -2.00], [-5.00, -7.03, -2.54], [-6.26, -6.42, -1.49], [-5.43, -10.23, -1.97], [-4.40, -8.78, -2.20], [4.17, 7.19, 2.41], [4.11, 7.82, 1.37], [3.72, 7.72, 3.52], [4.60, 5.96, 2.53], [3.49, 8.69, 3.36], [3.80, 7.15, 4.34], [4.89, 5.43, 1.72], [4.72, 5.57, 3.45], [8.24, 0.88, 3.08], [7.48, 0.69, 2.14], [8.09, 0.16, 4.16], [9.19, 1.82, 3.11], [8.49, 0.48, 5.03], [7.37, -0.54, 4.09], [9.94, 1.70, 3.77], [9.36, 2.38, 2.29], [-2.59, -0.25, 7.90], [-2.75, 0.88, 7.65], [-2.86, -1.06, 6.99], [-2.32, -0.75, 9.09], [-2.84, -2.06, 7.15], [-3.19, -0.75, 6.09], [-1.97, -1.68, 9.24], [-2.28, -0.08, 9.84], [4.08, 3.54, 7.49], [4.13, 4.76, 7.26], [3.06, 2.88, 7.13], [4.97, 2.80, 8.07], [3.04, 1.88, 7.31], [2.44, 3.37, 6.51], [5.88, 3.24, 8.03], [4.87, 1.88, 8.48], [3.32, -3.34, 8.19], [3.33, -2.19, 7.74], [2.41, -4.16, 8.05], [4.20, -3.80, 9.02], [1.58, -3.97, 7.50], [2.36, -4.96, 8.66], [4.35, -4.80, 9.12], [4.94, -3.13, 9.14], [0.54, -0.49, -6.62], [0.15, -1.60, -6.51], [-0.09, 0.53, -6.41], [1.73, -0.32, -6.98], [-1.10, 0.47, -6.34], [0.27, 1.42, -6.73], [2.27, -1.14, -7.23], [2.14, 0.60, -7.03], [-5.51, -5.72, -6.57], [-6.37, -4.86, -6.70], [-5.71, -6.97, -6.39], [-4.30, -5.31, -6.36], [-6.64, -7.10, -6.75], [-5.05, -7.72, -6.20], [-3.49, -5.91, -6.45], [-4.25, -4.30, -6.28], [1.01, -6.77, -3.28], [0.28, -7.28, -4.10], [1.71, -7.41, -2.39], [1.24, -5.47, -3.25], [2.18, -6.83, -1.71], [1.75, -8.41, -2.47], [0.94, -4.90, -4.02], [1.81, -5.20, -2.46]]}